Record 1
Below is a structure of composition C27H45CuGeNPSe, with properties calculated with wB97M-V/def2-TZVPD.

charge: 0
HOMO-LUMO gap: 6.8 eV
electronic energy: -206011.4580 eV
LUMO: 0.4 eV
HOMO: -6.4424 eV
spin multiplicity: 1

```
77
Properties=species:S:1:pos:R:3:forces:R:3:mulliken_charge:R:1
H -1.018 -0.655 4.431 0.00 0.02 -0.01 0.317
N 0.578 -1.256 -0.281 -0.23 0.15 0.11 0.652
C 2.865 -1.994 -3.076 -0.04 0.02 0.04 -0.949
C -3.090 1.351 2.971 -0.01 0.07 0.01 -0.969
C 0.512 3.213 -3.418 -0.01 -0.03 0.02 -1.452
H 1.157 2.276 -0.133 0.01 0.01 0.02 0.110
H 1.764 3.684 -1.022 -0.01 0.00 0.00 0.542
H -3.492 0.836 3.844 0.04 -0.02 0.00 0.469
C 1.991 -4.904 3.894 0.01 0.02 -0.04 -1.657
C 1.457 -0.193 -3.703 0.00 -0.01 0.06 -0.150
H -2.297 -1.288 -2.772 0.00 0.00 0.00 0.273
C 2.178 -2.673 2.733 -0.01 0.03 0.01 -1.284
H -0.272 3.688 4.891 -0.01 0.00 0.00 0.401
C -0.778 2.755 4.640 -0.03 0.00 -0.03 -1.059
H -1.003 -4.845 -0.109 0.01 0.00 0.00 0.465
H -3.996 3.760 5.209 0.01 -0.01 -0.01 0.341
H -2.498 4.187 1.133 0.00 -0.01 0.01 0.363
H 3.669 -2.688 -3.303 0.00 0.00 0.00 0.388
C 0.405 -3.460 0.745 0.00 0.02 0.02 1.932
H -3.893 1.453 2.244 -0.02 0.01 0.02 0.453
H -0.660 -1.804 3.118 0.01 -0.02 0.01 -0.205
P -0.508 0.905 -1.980 -0.14 0.16 -0.12 1.538
C 1.872 -1.787 1.705 -0.02 -0.02 -0.03 2.028
H -2.430 1.755 -3.082 -0.01 0.01 0.01 0.461
H 2.872 -2.360 3.508 0.00 0.00 -0.01 0.371
H 3.307 -1.955 -5.821 0.00 0.00 -0.01 0.382
H 2.579 -2.821 -1.132 -0.01 0.01 0.00 0.468
C -2.829 -0.333 -2.748 0.00 0.02 0.00 -1.398
H 2.850 -5.514 3.606 0.00 0.00 0.01 0.282
H 2.201 2.047 -1.536 0.00 0.01 0.01 0.303
C -1.536 0.605 -4.669 -0.01 0.02 0.01 -1.595
H 1.691 0.354 1.696 0.00 0.01 0.01 -0.034
H 1.168 -5.582 4.121 0.00 0.00 0.00 0.399
C -1.654 3.905 1.765 -0.02 0.02 0.05 -0.856
H -2.320 -1.690 3.768 -0.01 0.00 -0.02 0.361
Ge -2.277 3.093 3.431 -0.01 -0.02 0.02 0.401
H -3.689 -0.413 -3.417 0.00 -0.01 0.00 0.494
C 0.974 -2.181 0.702 0.08 -0.01 -0.02 -1.949
Cu -0.847 0.067 0.057 0.17 -0.11 -0.09 -1.145
Se -1.755 0.183 2.167 0.08 -0.05 0.01 0.330
H 3.156 -0.252 2.493 0.00 0.00 -0.01 0.453
C -0.561 -3.873 -0.330 0.02 0.00 0.01 -1.416
C 2.472 -0.410 1.659 0.00 -0.04 0.00 -1.090
H -0.064 -3.930 -1.301 -0.01 0.01 0.00 0.267
H -3.191 -0.174 -1.732 -0.01 -0.01 0.00 0.229
H 1.148 0.541 -4.436 0.00 0.01 0.00 0.167
H -1.121 2.293 5.567 0.00 0.01 -0.01 0.344
H -1.026 3.207 1.210 0.01 -0.02 0.00 -0.087
C 0.799 -0.240 -2.468 0.05 -0.12 0.06 -0.998
H 2.258 -4.373 4.808 0.00 0.00 0.00 0.389
C 1.396 2.662 -1.127 -0.03 0.03 -0.01 -1.423
H 0.282 -5.305 1.820 0.00 0.01 0.00 0.377
C 3.192 -0.968 -5.369 -0.01 0.00 0.05 -1.789
C 1.191 -1.205 -1.485 0.02 0.05 -0.09 0.486
C 0.733 -4.318 1.789 -0.02 0.00 -0.01 -1.199
H 2.634 -0.345 -6.069 0.00 0.00 0.00 0.358
C 2.251 -2.077 -1.848 0.02 -0.01 0.00 -0.244
H -1.069 4.801 1.977 -0.01 0.00 -0.01 0.437
H -0.620 3.228 -1.601 -0.01 0.00 0.01 0.497
C -3.631 4.220 4.290 0.04 -0.01 -0.03 -1.133
H -1.359 -3.134 -0.431 -0.01 0.00 0.00 0.130
C 0.176 2.625 -2.052 0.05 -0.07 0.02 0.641
C -1.904 0.801 -3.200 0.08 -0.05 0.05 0.672
H 4.192 -0.538 -5.269 0.00 0.00 -0.01 0.322
C -1.412 -1.138 3.541 -0.01 0.01 0.00 -0.477
H 0.840 4.249 -3.298 0.01 0.00 -0.01 0.468
C 1.619 -3.944 2.792 0.01 -0.03 0.05 0.813
H -1.014 -0.342 -4.809 -0.01 -0.01 0.00 0.359
H -4.479 4.377 3.623 0.01 0.00 0.01 0.358
H -2.448 0.577 -5.271 0.01 0.00 0.00 0.482
H 1.327 2.665 -3.893 -0.01 0.00 -0.01 0.213
H -0.055 2.091 4.165 -0.01 0.00 0.00 0.275
H -3.211 5.195 4.542 0.00 -0.01 -0.01 0.360
H -0.347 3.215 -4.088 0.00 0.02 0.00 0.347
H -0.904 1.401 -5.059 0.00 -0.01 -0.01 0.246
C 2.489 -1.051 -4.038 0.04 -0.01 -0.07 0.136
H 3.017 -0.254 0.725 0.00 0.02 0.00 0.206
```
Forces are in eV/Å.

=====

Record 2
Below is a cluster of 13 separate species, C30H83N3O12PS13 in total at a distorted geometry, with properties calculated with wB97M-V/def2-TZVPD.

charge: +1
HOMO-LUMO gap: 7.0 eV
electronic energy: -211626.9374 eV
LUMO: -2.4 eV
HOMO: -9.4131 eV
spin multiplicity: 1

```
142
Properties=species:S:1:pos:R:3:forces:R:3:mulliken_charge:R:1
N -1.218 -6.044 -2.175 0.83 0.45 -0.13 0.086
S -2.537 7.413 4.445 0.09 0.33 0.03 0.480
O -2.270 6.074 3.839 0.08 0.11 0.19 -0.479
H 5.215 3.634 -1.476 -0.08 -0.01 0.06 0.097
O -4.247 0.057 -2.120 -0.09 -0.09 -0.03 -0.554
H -3.889 1.790 4.949 0.03 0.01 -0.04 0.368
C -1.287 7.681 5.706 0.12 -0.06 0.06 -0.965
S 3.467 2.211 -2.266 0.07 -0.03 0.09 0.384
N -2.310 -6.216 -0.103 0.79 -1.01 0.64 -0.231
O 1.659 7.978 2.389 -0.06 0.00 0.16 -0.688
C -2.248 -6.285 -1.438 -1.69 -0.48 -0.24 0.139
H 4.395 6.925 2.594 -0.13 0.01 -0.09 0.304
C -4.279 -3.097 -4.316 -0.14 -0.13 0.03 -0.991
O 2.399 2.397 -3.285 0.03 -0.02 0.03 -0.539
H 4.924 -7.503 -5.406 -0.02 -0.04 0.01 0.340
H -2.276 0.443 -2.762 -0.01 0.03 -0.03 0.107
H -3.306 -7.339 -2.730 -0.22 0.57 -0.51 0.288
H -5.677 2.200 -0.947 0.01 -0.12 0.08 -0.009
H 3.509 2.537 0.105 0.06 0.06 -0.05 0.396
H -2.919 3.459 -0.063 0.05 -0.01 -0.03 0.083
H 1.115 5.952 4.295 0.04 0.04 -0.02 0.267
H -1.460 -1.071 -3.173 0.09 0.05 -0.05 -0.167
S -5.688 -0.057 -1.746 -0.10 0.06 0.07 0.416
O -1.712 0.684 -5.546 -0.14 -0.08 0.13 -0.686
H 8.751 3.512 1.301 -0.03 0.00 0.03 0.422
C 5.454 -7.659 -4.467 0.07 0.10 -0.04 -0.888
C 5.904 -4.236 0.812 0.10 0.06 0.10 -1.008
H -4.811 7.013 5.008 0.04 0.03 -0.05 0.318
H -0.684 6.462 0.713 -0.02 0.03 -0.09 0.377
H -2.544 -1.397 -5.793 0.14 0.06 0.09 0.382
H 0.037 2.464 -2.981 0.06 0.01 -0.07 0.082
S -4.029 2.251 2.606 0.08 0.12 0.11 0.556
H 3.405 -4.984 1.805 0.05 0.09 -0.04 0.430
H 7.542 2.510 0.466 -0.05 0.01 0.06 0.320
S -1.707 5.270 -1.073 -0.07 0.13 0.00 0.272
C 2.120 -0.961 1.773 -0.22 0.04 -0.01 -0.470
H -4.778 0.530 4.064 0.03 0.02 -0.06 0.368
H -4.044 -6.265 1.022 -0.46 -0.45 -0.06 0.316
S 6.509 4.109 1.887 0.21 -0.03 0.11 0.459
H -1.647 2.698 -3.531 -0.05 -0.14 -0.05 0.119
H 3.875 4.570 -2.201 -0.06 -0.04 0.02 0.266
H -4.562 -2.044 -4.322 0.10 0.02 0.07 0.308
H -4.654 -3.598 -5.208 0.09 -0.01 -0.03 0.425
C -4.146 -7.427 -0.874 -1.16 -0.52 -0.62 0.016
C -3.146 4.220 -0.811 -0.02 -0.06 0.08 -0.830
H 7.291 6.256 1.161 -0.04 -0.05 -0.03 0.307
H 7.851 4.170 -0.099 -0.05 0.04 0.03 0.300
H 2.200 0.290 4.287 -0.01 -0.06 -0.02 0.310
H 2.221 3.505 -0.677 -0.03 -0.01 -0.07 0.257
H -7.337 1.585 -1.200 0.00 -0.04 0.00 0.428
H -4.949 4.298 3.446 -0.04 -0.11 -0.04 0.388
H -0.203 -4.944 -0.712 -0.04 0.49 -0.44 0.491
H -0.286 3.092 -4.607 0.08 -0.08 -0.02 0.451
S -2.491 -3.223 -4.258 -0.09 0.12 -0.19 0.765
H 1.166 -0.727 2.249 0.06 0.02 0.10 0.426
C 0.693 -6.775 -0.965 -0.09 0.79 -0.57 -0.805
C -1.317 -0.006 -3.007 -0.03 0.05 0.13 -0.126
C -2.189 -2.429 -5.832 -0.05 -0.11 -0.14 -1.115
H 2.413 -7.292 -2.461 0.32 -0.08 -0.25 -0.384
H 0.044 5.596 2.920 0.05 0.06 0.06 -0.223
H -3.717 6.407 6.276 0.05 0.00 -0.02 0.313
H 5.825 -6.710 -4.078 -0.03 -0.02 0.06 0.261
H -1.117 -2.432 -6.018 0.00 0.04 0.07 0.330
H -1.455 -6.526 0.348 0.20 0.63 0.06 0.259
H 8.172 5.672 2.605 -0.02 -0.04 0.02 0.436
S 4.344 -8.414 -3.271 0.01 -0.08 -0.07 0.465
H -6.070 -6.520 -2.399 0.25 -0.81 0.01 0.092
H -4.686 -3.577 -3.427 0.06 0.04 0.03 0.248
O -2.137 -4.681 -4.418 -0.07 -0.29 -0.02 -0.808
P -5.965 -7.021 -1.078 -0.56 0.98 0.91 0.133
O 3.788 -2.962 -0.169 -0.12 -0.02 0.10 -0.571
H 3.902 5.282 3.067 -0.04 0.04 -0.12 0.234
C -3.963 3.965 3.118 -0.20 -0.20 -0.03 -0.792
H 2.485 -0.102 1.211 0.06 -0.04 -0.01 -0.007
H -3.641 4.563 2.270 0.06 -0.05 0.04 0.054
S 2.083 6.566 2.190 0.07 -0.13 -0.15 0.594
H 3.507 6.677 4.118 -0.09 0.07 -0.02 0.415
S 3.325 -1.414 3.025 0.12 0.03 -0.17 0.618
H -3.242 4.068 3.924 0.07 0.02 -0.06 0.387
H -5.317 -1.423 0.162 -0.05 -0.04 -0.18 0.342
H -1.434 4.953 1.291 -0.03 -0.02 -0.07 0.199
H 1.426 4.526 3.261 0.04 0.01 -0.05 0.357
H 6.522 6.316 2.765 0.03 -0.08 0.01 0.252
C 3.225 0.126 3.952 -0.09 0.08 0.09 -0.979
H -1.260 6.829 6.386 -0.06 -0.02 -0.04 0.315
H 3.553 0.952 3.320 0.02 -0.03 -0.04 0.264
H 2.000 -1.808 1.101 0.18 -0.01 0.00 0.153
H -6.742 -0.383 0.378 0.00 0.05 -0.03 0.421
H 6.289 -8.337 -4.630 -0.05 -0.05 0.05 0.345
H 5.030 3.707 -3.246 -0.07 -0.10 -0.03 0.393
H 6.621 -3.548 0.367 -0.05 0.00 -0.06 0.355
H -6.640 -8.265 -0.990 0.30 0.14 -0.37 0.123
H -2.701 -2.980 -6.622 -0.01 -0.10 0.09 0.427
H -3.101 -7.801 1.047 -0.30 -0.08 -0.08 0.274
C -1.558 5.817 0.636 0.00 -0.06 0.01 -0.850
S -0.649 0.749 -4.492 0.25 0.19 0.06 0.522
C -4.630 1.603 4.173 -0.11 -0.06 0.05 -1.100
C 7.198 5.753 2.124 0.04 0.10 -0.05 -0.982
H -5.097 0.307 0.524 -0.12 0.07 -0.05 -0.018
H -3.988 4.832 -0.484 0.01 0.02 -0.02 0.455
H -5.577 2.078 4.429 0.01 0.03 -0.07 0.319
C 0.031 -5.585 -1.565 0.33 -1.10 0.94 -1.015
C -0.638 2.415 -3.832 -0.14 0.09 -0.06 -0.609
C -5.718 -0.422 0.007 0.10 -0.23 0.15 -0.654
H 6.346 -5.230 0.875 -0.03 -0.01 -0.06 0.375
H -1.287 -6.151 -3.185 -0.18 0.65 -0.01 0.358
C -3.486 -6.992 0.430 0.70 1.48 -0.54 -0.830
C 1.071 5.558 3.279 -0.04 -0.10 0.09 -0.392
S -6.629 -5.667 0.140 0.15 -0.18 0.07 -0.377
S 4.452 -4.294 -0.243 0.06 -0.18 0.02 0.519
H -4.054 8.159 6.137 0.03 0.02 -0.05 0.438
H 1.286 -8.756 -0.140 0.70 0.01 0.07 0.432
O 5.055 -8.451 -1.965 -0.07 0.12 0.04 -0.601
C 4.498 3.680 -2.296 0.12 0.16 -0.04 -0.727
H -1.514 8.596 6.253 -0.02 0.02 -0.05 0.447
C -6.325 1.616 -1.601 0.03 0.18 -0.05 -0.774
H -0.612 0.137 -2.186 0.07 0.04 -0.06 0.369
H -2.449 6.379 0.918 0.03 0.01 0.00 0.377
O -5.140 2.119 1.615 -0.04 0.12 0.10 -0.612
C -3.915 7.229 5.586 -0.06 -0.18 0.04 -1.048
C 1.193 -7.772 -0.535 -1.03 -0.66 0.41 0.312
C 2.730 2.540 -0.659 -0.05 0.05 0.15 -0.687
H -3.393 3.739 -1.756 0.06 0.02 -0.01 0.371
O 2.713 -2.480 3.867 -0.08 0.01 -0.03 -0.670
O -0.553 4.373 -1.352 0.04 -0.08 0.17 -0.450
H 3.882 0.047 4.816 0.02 -0.07 -0.03 0.354
H -6.341 2.060 -2.596 0.01 -0.11 -0.03 0.368
H 4.045 -6.373 0.872 0.00 0.00 -0.09 0.419
C 3.181 -7.047 -3.194 -0.10 0.24 -0.08 -0.290
O 5.265 4.263 1.081 -0.03 -0.03 -0.11 -0.417
H 2.007 1.752 -0.450 -0.01 -0.01 -0.12 0.129
H -4.025 -8.507 -1.027 0.01 0.15 0.03 0.568
H 3.699 -6.136 -2.885 0.08 -0.04 0.00 0.257
H 2.716 -6.902 -4.172 0.06 -0.05 -0.03 0.458
N -3.468 -6.685 -1.971 1.22 -0.88 0.71 -0.125
C 3.520 -5.419 0.810 0.06 0.06 0.24 -0.502
H 5.624 -3.881 1.804 -0.08 0.02 -0.04 0.263
H -0.323 7.785 5.210 -0.06 0.05 -0.09 0.208
H 0.674 -5.079 -2.280 -0.19 0.07 -0.07 0.584
H 2.541 -5.576 0.370 0.05 0.05 -0.08 -0.296
C 3.625 6.336 3.089 0.05 -0.04 0.23 -0.915
C 7.796 3.522 0.776 0.04 -0.01 -0.10 -1.022
```
Forces are in eV/Å.

=====

Record 3
Below is a structure of composition C28H25AuN4O3S, with properties calculated with wB97M-V/def2-TZVPD.

charge: -1
HOMO-LUMO gap (alpha / beta): 4.3 / 4.9 eV
<S²>: 3.792
electronic energy: -56071.2879 eV
LUMO (alpha / beta): 2.3 / 0.0 eV
HOMO (alpha / beta): -2.0124 / -4.9072 eV
spin multiplicity: 4

```
62
Properties=species:S:1:pos:R:3:forces:R:3:lowdin_spin:R:1
C -0.650 1.504 1.992 0.59 0.32 0.09 0.181
C -1.867 -2.206 -1.744 -0.26 -0.20 -0.39 0.000
H 3.946 -0.922 -2.611 -0.05 0.01 0.00 0.000
C 4.366 -2.055 0.986 0.49 0.00 -0.14 0.021
C 5.066 1.840 0.878 0.05 -0.01 0.01 -0.005
C -1.502 1.959 2.976 -0.47 -0.16 -0.02 0.005
C -3.215 0.477 2.124 0.10 -0.29 -0.38 0.053
O -3.834 -1.488 0.139 0.13 0.14 -0.02 0.050
C -1.181 -3.435 -1.860 -0.29 0.19 0.10 0.008
N 3.025 -1.345 -0.838 0.28 -0.11 0.16 0.018
C 3.772 1.624 1.333 -0.24 0.09 -0.08 0.039
C -2.821 -2.587 -3.936 -0.01 0.03 -0.07 -0.001
H 5.891 1.723 1.572 -0.02 0.01 0.02 -0.001
H -4.212 0.060 2.122 0.01 -0.03 0.00 0.001
H -3.465 -2.259 -4.746 -0.01 0.03 0.02 0.000
H -4.299 -0.634 -1.986 -0.03 0.05 0.02 0.001
C -2.710 -1.794 -2.802 0.14 -0.01 0.22 0.009
N -1.669 -1.381 -0.629 0.57 0.23 -0.07 0.116
H -0.147 -5.021 -0.855 -0.04 0.01 -0.01 0.000
C 4.133 -1.263 -1.606 -0.03 0.00 -0.05 -0.002
H 4.406 -2.347 2.025 0.01 0.03 0.01 0.004
H 4.458 2.679 -2.340 -0.02 0.01 0.01 -0.001
H 6.225 -1.522 -1.774 -0.03 0.02 -0.03 0.001
C -2.694 -1.008 0.172 -0.21 -0.60 -0.17 0.022
C 1.815 2.335 -1.869 0.03 -0.03 0.03 0.006
H 2.133 2.895 -2.749 0.01 -0.02 -0.02 0.000
C 3.114 -1.711 0.473 -0.49 0.10 0.04 0.029
N 1.380 1.492 0.749 0.14 -0.32 -0.54 0.296
C 2.959 2.148 -0.914 -0.11 -0.10 0.12 0.037
C 2.695 1.760 0.422 0.33 0.07 0.03 0.004
C 5.321 2.209 -0.433 0.05 0.00 -0.02 0.048
C -2.798 1.449 3.064 0.29 0.38 0.25 0.189
H -3.474 1.796 3.834 0.01 0.00 -0.01 0.015
H 0.997 2.865 -1.381 -0.02 0.00 -0.04 0.001
S 1.718 -1.792 1.473 -0.13 0.26 -0.24 0.339
H -2.225 -4.381 -4.951 0.02 0.01 0.00 0.001
H 6.459 -2.300 0.601 0.00 0.01 0.02 0.000
C 3.523 1.300 2.774 0.09 -0.01 0.03 0.006
H 0.597 -3.433 -0.674 0.14 0.08 0.09 0.000
C -2.124 -3.776 -4.058 -0.01 -0.08 -0.04 0.010
H 3.106 2.174 3.277 0.01 -0.05 0.00 0.003
H 4.448 1.002 3.272 0.01 -0.03 -0.04 0.000
H -0.784 -5.137 -3.088 -0.01 0.00 0.03 0.000
C -3.487 -0.514 -2.703 0.05 -0.02 -0.01 0.001
C -2.335 0.030 1.177 -0.29 0.22 0.35 0.108
H 6.339 2.388 -0.760 -0.01 -0.02 0.00 0.003
O 1.877 -1.070 -1.434 0.05 -0.07 -0.02 0.064
N -1.074 0.536 1.110 -0.08 -0.27 0.04 0.423
H 1.426 1.366 -2.191 -0.02 0.04 -0.05 0.003
H -0.861 -3.801 0.226 0.04 0.01 0.03 0.000
C 5.366 -1.600 -1.123 0.21 -0.01 -0.07 0.011
C -1.316 -4.194 -3.015 -0.01 0.03 -0.07 -0.001
C -0.355 -3.957 -0.727 0.04 0.05 0.05 0.000
C 4.265 2.370 -1.318 0.05 -0.01 -0.06 -0.005
H 2.789 0.502 2.873 -0.06 -0.08 0.03 0.000
H -1.134 2.715 3.657 0.02 0.02 -0.02 -0.003
Au 0.300 -0.359 -0.121 -0.28 0.01 0.44 0.690
C 5.495 -2.023 0.198 -0.31 0.03 0.12 -0.002
C 0.703 2.047 1.796 -0.49 0.09 0.46 0.073
O 1.140 2.999 2.460 0.02 -0.06 -0.11 0.134
H -2.856 0.297 -2.334 -0.01 0.02 -0.02 0.000
H -3.902 -0.237 -3.674 0.04 0.01 0.00 0.000
```
Forces are in eV/Å.

=====

Record 4
Below is a cluster of 3 separate species, C3H12NO3 in total at a distorted geometry, with properties calculated with wB97M-V/def2-TZVPD.

charge: -1
HOMO-LUMO gap: 8.0 eV
electronic energy: -10936.5825 eV
LUMO: 4.1 eV
HOMO: -3.9039 eV
spin multiplicity: 1

```
19
Properties=species:S:1:pos:R:3:forces:R:3:nbo_charge:R:1
C -0.880 -0.692 -1.417 1.76 3.04 -0.70 -0.507
C 0.504 0.093 -0.883 -2.05 -1.32 -3.25 0.030
O 0.699 -0.133 0.357 0.60 -1.26 3.78 -0.936
C -1.899 0.173 -0.761 -5.76 -3.05 0.56 -0.208
H -1.333 -0.646 0.914 -0.48 -0.29 0.63 0.385
H 1.022 1.957 2.034 0.95 -0.43 1.11 0.428
H -2.900 0.503 -1.333 1.78 -1.36 0.74 0.150
O 1.586 1.197 2.349 -2.23 1.12 -1.67 -1.009
H -0.883 -0.822 -2.492 -0.17 1.06 -0.77 0.177
H 0.173 1.190 -0.953 1.25 -0.75 -1.56 0.102
H 1.243 -0.463 -1.552 0.25 1.63 0.03 0.104
O 3.238 -0.482 1.123 0.94 1.23 -1.49 -0.978
H 2.311 -0.418 0.813 -0.74 -0.91 0.20 0.490
N -2.305 -0.515 0.607 3.36 6.05 -0.88 -0.874
H 1.165 0.617 1.586 0.87 0.21 1.03 0.500
H -0.847 -1.708 -1.177 -0.13 -1.50 1.55 0.196
H -2.743 -1.333 0.569 -2.08 -4.25 -0.95 0.324
H -1.624 1.116 -0.448 1.45 1.81 0.63 0.182
H 3.474 0.367 0.665 0.42 -1.02 1.00 0.444
```
Forces are in eV/Å.

=====

| no. | M (u) |
| --- | --- |
| 1 | 629.75 |
| 2 | 1125.85 |
| 3 | 694.57 |
| 4 | 110.13 |